[1]
Formula: C5H8O2
Source: the OMol25 dataset
Level of theory: ωB97M-V with the def2-TZVPD basis set

For the HOMO energy (alpha / beta), the calculation gives -0.290 / -0.290 hartree. The total energy is -9404.4515 eV. The value obtained for the energy relative to the best compared isomer or geometry (same formula, charge and spin) is 519.2 kJ/mol. The gap between HOMO and LUMO (alpha / beta) is 7.71 / 7.71 eV.

Each line ends with the Löwdin charge.
Geometry (Å):
O: -1.3358 -0.6733 -1.3904  -0.028
O: 0.9094 1.9359 0.1971  -0.079
C: -0.4816 -1.5864 0.6940  -0.030
C: 1.6042 0.8871 -0.5722  -0.186
C: 0.9752 -0.2293 -0.8636  0.017
C: -0.7675 0.8828 0.2919  0.195
C: -0.4554 -0.4195 -0.3008  -0.682
H: 2.5918 1.2206 -0.8821  0.088
H: -0.7508 -0.9974 -2.0975  0.094
H: -1.5146 -1.8132 0.9849  0.086
H: 0.1070 -1.3659 1.5939  0.086
H: -0.0481 -2.4693 0.2120  0.086
H: -1.3120 1.5992 -0.3174  0.120
H: -0.8466 1.0034 1.3722  0.113
H: 1.3248 2.0252 1.0781  0.121



[2]
Formula: C3H5NO2S
Source: the OMol25 dataset
Level of theory: ωB97M-V with the def2-TZVPD basis set

For the HOMO energy (alpha / beta), the calculation gives -0.330 / -0.330 hartree. The total energy is -19607.4007 eV. The value obtained for the energy relative to the best compared isomer or geometry (same formula, charge and spin) is 493.1 kJ/mol. The gap between HOMO and LUMO (alpha / beta) is 8.52 / 8.52 eV.

Each line ends with the Löwdin charge.
Geometry (Å):
S: -1.1495 -0.1350 -0.0241  0.796
O: -1.8739 -0.6903 -1.1500  -0.389
O: 1.3631 0.5872 -0.7367  -0.125
N: -1.8993 0.5339 1.1315  -0.244
C: 0.9110 -1.4161 0.4971  0.079
C: 1.7111 -0.5949 -0.1069  -0.257
C: 0.1152 1.1528 -0.5394  -0.254
H: 0.1207 1.8589 0.2962  0.107
H: 2.7840 -0.7161 -0.2303  0.123
H: -2.8064 0.1530 1.3456  0.009
H: 0.9282 -2.3475 0.9919  0.037
H: -0.2043 1.6140 -1.4749  0.119



[3]
Formula: CHBrI2
Source: the OMol25 dataset
Level of theory: ωB97M-V with the def2-TZVPD basis set

For the HOMO energy (alpha / beta), the calculation gives -0.345 / -0.314 hartree. The total energy is -87294.3668 eV. The value obtained for the energy relative to the best compared isomer or geometry (same formula, charge and spin) is 160.2 kJ/mol. The gap between HOMO and LUMO (alpha / beta) is 8.39 / 5.91 eV.

Each line ends with the Löwdin charge.
Geometry (Å):
I: -0.8644 0.0076 -1.2500  0.738
I: -1.4446 -2.9290 0.3632  -0.084
Br: 0.2566 2.2445 0.8622  0.625
C: 0.5653 0.6447 0.0488  -1.266
H: 1.4871 0.0322 -0.0242  -0.012